No. 1
ORCA calculation (ωB97M-V with the def2-TZVPD basis set) on a structure of composition BrCaClF12P2 in a non-equilibrium geometry.

```
17
Properties=species:S:1:pos:R:3:forces:R:3:lowdin_spin:R:1
Ca 0.3694 0.8886 -0.7575 1.1 -0.6 -0.7 -0.005
Cl 1.7372 0.3551 -2.9681 -0.2 0.5 0.4 0.101
P 1.8825 -0.1624 1.8513 3.1 -1.4 0.4 0.000
F 1.4004 -0.6434 3.3494 0.8 1.1 -1.8 0.000
F 2.0530 1.4685 2.1370 -0.5 -1.6 0.6 0.000
F 3.5103 -0.4081 2.1658 -2.1 0.2 0.7 0.000
F 2.4085 0.1533 0.3256 -0.9 1.6 -1.1 0.000
F 1.7370 -1.6532 1.2153 -0.5 0.0 1.6 0.000
F 0.3284 0.1368 1.4416 -0.2 0.3 0.0 0.000
P -2.1969 -0.5800 -1.1781 -1.9 -1.8 -0.6 0.000
F -1.4653 0.4650 -2.2054 -0.1 0.0 -0.8 -0.001
F -3.6646 0.0162 -1.5722 0.9 0.2 1.0 0.000
F -2.4344 -1.6635 -2.3265 0.9 0.0 0.3 0.000
F -2.7784 -1.5803 -0.0262 0.4 1.2 -0.9 0.000
F -0.6586 -1.1493 -0.8470 -0.7 -0.1 -0.2 0.000
F -1.9235 0.6003 -0.0997 -0.4 0.3 1.2 0.003
Br -0.3048 3.7563 -0.5052 0.0 0.2 -0.1 0.901
```
Forces are in eV/Å.

## Properties
HOMO level (spin up / spin down)   -6.85 / -6.50 eV
Charge   -1
Multiplicity   2
⟨S²⟩   0.7540
E_LUMO (spin up / spin down)   2.227 / -2.960 eV

=====

No. 2
ORCA calculation (ωB97M-V with the def2-TZVPD basis set) on a structure of composition C36H57ClN10O2Sr.

```
107
Properties=species:S:1:pos:R:3:forces:R:3:lowdin_charge:R:1
Sr -0.0882 -0.0313 0.7633 -0.5 -0.5 0.1 1.475
C 4.2128 0.6420 2.3834 0.0 0.1 0.0 0.003
C 2.9986 0.2542 1.6021 0.0 -0.1 0.0 -0.255
N 1.9194 -0.1810 2.1175 0.4 -0.1 -0.1 -0.049
C 1.6303 -0.3200 3.5378 0.1 0.0 0.2 -0.178
C 0.2240 -0.9270 3.7839 0.1 0.0 0.1 -0.188
N -0.8438 -0.1553 3.1299 -0.1 0.3 0.5 -0.184
C -2.1808 -0.7607 2.9733 0.0 -0.1 0.0 -0.183
C -3.0062 -0.0765 1.8562 0.0 0.1 0.0 -0.183
N -2.5303 -0.4489 0.5062 -0.4 -0.5 -0.1 -0.187
C -2.8641 0.4248 -0.6329 0.0 0.0 -0.1 -0.191
C -2.0243 0.0957 -1.8932 -0.1 0.0 -0.1 -0.179
N -0.5997 0.2230 -1.6231 0.2 0.0 -0.2 -0.048
C 0.3578 0.1873 -2.4584 0.1 0.0 0.0 -0.263
C 0.2203 0.0384 -3.9386 -0.1 0.0 0.0 0.005
C 1.7708 0.3179 -1.8886 0.2 0.1 -0.1 -0.189
C 2.9102 0.4884 -2.6733 -0.1 -0.1 0.1 0.023
C 4.1398 0.5773 -2.0321 0.0 0.0 0.0 -0.005
C 4.2264 0.5084 -0.6469 -0.1 0.1 0.0 0.024
C 3.0471 0.3589 0.0783 0.2 -0.1 -0.1 -0.185
N 1.8881 0.2661 -0.5657 0.2 0.0 -0.1 0.019
H 3.9303 1.0476 3.3532 0.0 0.0 0.0 0.088
H 4.8194 1.3785 1.8636 0.0 0.0 0.0 0.086
H 4.8324 -0.2392 2.5628 0.0 0.0 0.0 0.113
H 1.7011 0.6590 4.0272 0.0 0.0 0.0 0.122
H 2.3762 -0.9631 4.0181 -0.1 0.0 0.1 0.136
H 0.0753 -1.0022 4.8690 0.1 -0.1 -0.1 0.132
H 0.1966 -1.9414 3.3791 0.0 0.0 0.0 0.105
H -0.9438 0.7422 3.5920 0.0 0.0 0.0 0.092
H -2.7432 -0.7338 3.9133 -0.1 0.0 -0.1 0.130
H -2.0454 -1.8170 2.7202 0.0 0.0 0.0 0.122
H -2.9214 1.0106 1.9570 0.0 0.0 0.0 0.119
H -4.0644 -0.3292 1.9859 0.1 0.1 0.1 0.131
H -2.8454 -1.3937 0.3065 0.0 0.0 0.0 0.118
H -2.6601 1.4561 -0.3327 0.0 0.0 0.0 0.111
H -3.9262 0.3623 -0.8994 0.1 0.1 0.0 0.133
H -2.3364 0.7607 -2.7051 -0.1 0.0 0.1 0.133
H -2.2398 -0.9282 -2.2207 0.0 0.0 0.0 0.130
H -0.7873 -0.2629 -4.2139 0.0 0.0 0.0 0.084
H 0.9224 -0.7004 -4.3219 0.0 0.0 0.0 0.098
H 0.4421 0.9860 -4.4331 0.0 0.0 0.0 0.107
H 2.8534 0.5430 -3.7499 0.0 0.0 0.0 0.120
H 5.0398 0.6979 -2.6179 0.0 0.0 0.0 0.125
H 5.1874 0.5694 -0.1595 0.0 0.0 0.0 0.119
C -1.5118 5.2875 2.4092 0.0 0.1 0.0 -0.033
N -0.6455 4.1238 2.2922 0.1 0.0 -0.1 -0.134
C -0.4487 3.4046 3.5306 0.1 -0.1 0.0 -0.036
C -0.3451 3.5251 1.1084 0.0 0.3 0.0 -0.476
O -0.2180 2.2824 1.0252 -0.1 0.7 0.1 -0.159
N -0.1854 4.3234 0.0277 -0.1 0.0 0.1 -0.127
C -0.1734 3.7500 -1.3017 0.0 -0.1 0.0 -0.024
C 0.3158 5.6873 0.1024 0.0 0.1 0.0 -0.031
H -2.3734 5.0210 3.0253 0.0 0.0 0.0 0.100
H -1.8762 5.5925 1.4343 0.0 0.0 0.0 0.091
H -0.9978 6.1254 2.8824 0.0 0.0 0.0 0.101
H -0.1143 4.1049 4.2973 0.0 0.0 0.0 0.106
H 0.3147 2.6435 3.3896 0.0 0.0 0.0 0.073
H -1.3775 2.9414 3.8813 0.0 0.0 0.0 0.095
H -0.6375 2.7679 -1.2814 0.0 0.0 0.0 0.061
H 0.8497 3.6490 -1.6775 0.0 0.0 0.0 0.101
H -0.7256 4.4052 -1.9775 0.0 0.0 0.0 0.105
H 0.6088 5.9320 1.1173 0.0 0.0 0.0 0.091
H -0.4234 6.4097 -0.2454 0.0 0.0 0.0 0.101
H 1.1984 5.7675 -0.5346 0.0 0.0 0.0 0.099
C 4.6218 -7.9629 0.4366 0.0 0.0 0.0 -0.034
C 3.3880 -7.4917 1.2146 0.0 0.0 0.0 -0.509
C 2.4220 -8.6749 1.3624 0.0 0.0 0.0 -0.033
C 3.8429 -7.1046 2.6299 0.0 0.0 -0.1 -0.038
C 2.7309 -6.2562 0.4979 -0.1 -0.1 0.0 -0.415
O 3.4456 -5.0618 0.8575 0.0 0.1 0.0 -0.029
C 2.7572 -6.2913 -1.0491 0.0 0.0 0.1 -0.098
C 2.0854 -7.4181 -1.8569 0.0 0.0 0.0 -0.123
C 0.6105 -7.2096 -2.0799 0.0 0.0 0.0 -0.241
C -0.3588 -7.9190 -1.3824 0.1 0.0 0.0 -0.048
C -1.7071 -7.6436 -1.5480 -0.1 0.0 0.0 -0.096
C -2.0886 -6.6576 -2.4401 0.0 0.0 0.0 -0.681
Cl -3.7707 -6.2724 -2.6306 0.0 0.0 0.0 0.667
C -1.1456 -5.9785 -3.1950 -0.1 0.0 0.0 -0.116
C 0.1942 -6.2603 -3.0079 0.0 0.0 0.1 -0.051
C 1.3285 -6.0249 1.0784 0.2 -0.2 0.0 -0.035
N 0.7307 -4.7643 0.6816 0.0 0.4 0.0 -0.074
C 1.0388 -3.5193 1.0459 0.0 0.0 0.0 -0.129
N 0.1883 -2.6601 0.4942 0.2 0.0 0.1 0.007
C -0.6305 -3.4741 -0.2227 0.0 0.0 0.0 -0.205
N -0.3381 -4.7419 -0.1261 -0.3 -0.3 -0.2 0.159
H 5.1359 -8.7360 1.0057 0.0 0.0 0.0 0.097
H 5.3424 -7.1578 0.2766 0.0 0.0 0.0 0.090
H 4.3648 -8.3851 -0.5339 0.0 0.0 0.0 0.086
H 2.9581 -9.5128 1.8062 0.0 0.0 0.0 0.098
H 2.0155 -9.0198 0.4165 0.0 0.0 -0.1 0.064
H 1.5914 -8.4438 2.0285 0.0 0.0 0.0 0.089
H 4.2342 -7.9910 3.1272 0.0 0.0 0.0 0.095
H 3.0266 -6.7274 3.2447 0.0 0.0 0.0 0.081
H 4.6301 -6.3542 2.6198 0.0 0.0 0.0 0.085
H 4.3631 -5.1744 0.5842 0.0 0.0 0.0 0.100
H 3.8138 -6.2656 -1.3266 0.0 0.0 0.0 0.115
H 2.3453 -5.3348 -1.3871 0.0 0.0 0.0 0.119
H 2.2785 -8.3980 -1.4261 0.0 0.0 0.0 0.097
H 2.5712 -7.4290 -2.8359 0.0 0.0 0.0 0.126
H -0.0660 -8.7026 -0.6931 0.0 0.0 0.0 0.112
H -2.4561 -8.1906 -0.9944 0.0 0.0 0.0 0.111
H -1.4652 -5.2474 -3.9236 0.0 0.0 0.0 0.103
H 0.9337 -5.7300 -3.5961 0.0 0.0 0.0 0.119
H 1.3759 -6.0387 2.1675 0.0 0.0 -0.1 0.135
H 0.6327 -6.7894 0.7472 0.0 0.0 0.0 0.120
H 1.8731 -3.2867 1.6811 0.1 0.0 0.1 0.132
H -1.4537 -3.1291 -0.8236 -0.1 0.0 -0.1 0.106
```
Forces are in eV/Å.

## Properties
HOMO level   -12.26 eV
Charge   +2
Relative energy (zero: lowest compared OMol25 entry of this formula, charge and spin)   0.00 kcal/mol
E_LUMO   -5.235 eV

=====

No. 3
ORCA calculation (ωB97M-V with the def2-TZVPD basis set) on a cluster of 2 separate species, C2H3NOS2 in total in a non-equilibrium geometry.

```
9
Properties=species:S:1:pos:R:3:forces:R:3:lowdin_charge:R:1
C 1.8269 0.7038 0.8385 0.3 -3.7 -4.4 0.078
N 1.9804 -0.1913 0.0729 -0.3 4.0 3.4 -0.721
S 2.3490 -1.2640 -0.9629 0.2 -1.7 -1.6 0.590
H 1.8062 1.1002 1.7619 -0.2 1.4 2.6 0.041
O -3.1827 0.5556 0.2756 1.6 -0.4 0.6 -0.036
C -2.7286 -0.5213 -0.0259 -2.1 -0.3 -0.7 -0.686
S -1.3128 -1.3631 0.6780 0.3 -0.6 -0.4 0.723
H -3.3864 -1.0749 -0.7354 1.0 -0.5 0.0 0.086
H -1.2009 -2.6074 -0.0147 -0.7 1.8 0.5 -0.074
```
Forces are in eV/Å.

## Properties
HOMO level   -8.84 eV
Charge   0
Relative energy (zero: lowest compared OMol25 entry of this formula, charge and spin)   73.36 kcal/mol
E_LUMO   0.284 eV

=====

No. 4
ORCA calculation (ωB97M-V with the def2-TZVPD basis set) on the molecule C23H27N3O4S in a non-equilibrium geometry.

```
58
Properties=species:S:1:pos:R:3:forces:R:3:lowdin_charge:R:1
C -5.3904 -2.2052 2.1944 0.2 0.3 -0.2 -0.064
C -5.0706 -1.3844 0.9491 -0.3 -0.2 0.0 -0.366
C -5.1623 -2.2321 -0.3227 0.3 0.3 0.0 -0.167
C -4.8576 -1.3749 -1.5499 -0.3 -0.1 0.1 -0.163
C -5.8218 -0.1887 -1.6047 0.3 -0.2 -0.6 -0.188
N -5.8282 0.5671 -0.3766 0.4 1.0 0.0 -0.232
S -4.8907 1.9278 -0.2814 -0.2 -0.1 0.0 0.670
O -5.2542 2.6013 0.9308 0.2 -0.2 0.2 -0.281
O -5.0181 2.6131 -1.5330 0.2 -0.2 -0.1 -0.279
C -3.1814 1.3997 -0.1143 -0.7 0.3 -0.1 -0.272
C -2.4127 1.1853 -1.2417 0.0 0.1 0.1 -0.053
C -1.1043 0.7531 -1.1185 0.1 0.0 -0.1 0.016
C -0.5658 0.5402 0.1496 -0.3 0.1 -0.2 -0.203
N 0.7476 0.1068 0.3522 -0.1 0.0 0.5 0.141
C 1.7049 -0.1831 -0.5752 0.3 -0.1 0.4 -0.428
O 1.5476 -0.1187 -1.7715 0.0 0.0 -0.3 0.093
C 3.0426 -0.5762 0.0421 0.1 0.0 -0.3 -0.189
C 3.7288 -1.7024 -0.7246 -0.1 -0.1 0.0 -0.024
C 5.2138 -1.4110 -0.5783 -0.3 -0.5 0.0 -0.422
O 6.1063 -2.1996 -0.7767 0.1 -0.1 -0.1 0.086
N 5.3404 -0.1063 -0.1941 -0.2 0.3 0.2 0.015
C 6.5432 0.5900 0.0010 0.4 0.1 0.0 -0.184
C 7.7198 -0.0898 0.3095 0.0 -0.2 0.0 -0.007
C 8.8920 0.6121 0.5162 0.0 0.1 0.0 -0.077
C 8.9132 1.9937 0.4289 0.1 0.1 0.0 -0.097
C 7.7466 2.6717 0.1233 0.1 0.0 0.0 -0.087
C 6.5681 1.9806 -0.0914 -0.1 -0.1 0.0 -0.029
C 4.0602 0.5689 -0.1033 -0.2 0.2 0.0 -0.090
C -1.3486 0.7746 1.2822 0.0 0.0 -0.1 -0.007
C -2.6540 1.2048 1.1488 0.1 0.0 0.1 -0.066
C -6.0389 -0.2019 0.8241 0.3 -0.2 0.6 -0.167
H -5.3180 -1.5878 3.0864 0.0 0.0 0.2 0.078
H -4.6956 -3.0361 2.2910 0.0 -0.1 0.1 0.078
H -6.3994 -2.6065 2.1363 -0.2 -0.1 0.0 0.081
H -4.0493 -0.9957 1.0317 -0.1 0.0 0.0 0.124
H -4.4603 -3.0657 -0.2653 0.0 -0.1 0.0 0.117
H -6.1706 -2.6441 -0.4072 -0.1 -0.1 0.0 0.121
H -3.8284 -1.0141 -1.4942 0.0 0.0 -0.1 0.098
H -4.9618 -1.9664 -2.4609 0.0 0.0 -0.1 0.115
H -5.5597 0.5096 -2.3992 -0.1 -0.2 -0.1 0.112
H -6.8412 -0.5527 -1.7815 0.0 0.1 0.0 0.132
H -2.8446 1.3775 -2.2110 0.0 0.0 -0.2 0.121
H -0.4976 0.5838 -1.9919 0.0 0.0 0.0 0.105
H 1.0055 0.0158 1.3258 0.1 0.0 -0.2 0.143
H 2.9303 -0.8459 1.0958 0.0 0.0 0.0 0.147
H 3.4678 -1.6445 -1.7852 0.0 0.0 0.0 0.136
H 3.4866 -2.7003 -0.3638 0.1 0.0 0.0 0.133
H 7.7140 -1.1646 0.3747 0.0 0.0 0.0 0.103
H 9.7964 0.0714 0.7528 0.1 -0.1 0.0 0.105
H 9.8308 2.5377 0.5948 0.1 0.0 0.0 0.100
H 7.7493 3.7492 0.0461 0.0 0.1 0.0 0.103
H 5.6755 2.5313 -0.3440 -0.1 0.0 0.0 0.102
H 3.8510 1.1332 -1.0214 0.0 0.0 0.1 0.142
H 4.0466 1.2514 0.7501 0.0 0.0 -0.1 0.137
H -0.9284 0.6222 2.2665 0.0 0.0 0.1 0.115
H -3.2702 1.4107 2.0093 0.0 0.0 0.2 0.119
H -5.9347 0.4915 1.6587 -0.2 -0.2 0.1 0.118
H -7.0695 -0.5775 0.8113 0.0 0.0 0.0 0.139
```
Forces are in eV/Å.

## Properties
HOMO level   -8.68 eV
Charge   0
Relative energy (zero: lowest compared OMol25 entry of this formula, charge and spin)   19.57 kcal/mol
E_LUMO   0.154 eV

=====

No. 5
ORCA calculation (ωB97M-V with the def2-TZVPD basis set) on a cluster of 2 separate species, C5H14NO2 in total in a non-equilibrium geometry.

```
22
Properties=species:S:1:pos:R:3:forces:R:3:lowdin_charge:R:1
C -1.9936 0.5122 -1.1531 0.6 -0.1 -0.1 -0.071
C -0.5623 0.2718 -0.5659 -0.4 -0.5 0.0 -0.448
C -0.4630 -1.1747 -0.0280 -1.0 0.2 0.0 -0.222
C -1.2338 -1.3613 1.2984 -0.3 -0.2 -0.5 -0.111
N 0.4865 0.6065 -1.5037 0.6 0.7 0.3 -0.050
C 1.8157 0.9529 -0.7818 -1.3 1.0 -1.1 -0.521
O 2.4562 -0.0433 -0.2146 0.3 -0.1 0.8 -0.285
H -2.6174 -0.3813 -1.2063 0.0 -0.2 0.2 0.052
H -2.5107 1.2505 -0.5392 -0.2 0.1 -0.3 0.057
H -1.8695 0.8470 -2.1842 -0.1 0.3 0.1 0.057
H -0.4858 0.9940 0.2507 0.4 -0.1 0.2 0.115
H -0.9444 -1.7509 -0.8260 0.3 -0.5 0.1 0.093
H 0.5665 -1.4827 0.0979 0.2 0.2 -0.1 0.084
H -0.7384 -2.1021 1.9296 0.2 0.5 0.3 0.057
H -2.2490 -1.7637 1.2171 -0.1 0.1 -0.5 0.052
H -1.3550 -0.3673 1.7335 0.3 -0.3 0.6 0.064
H 0.6995 -0.1802 -2.0970 0.0 -0.4 -0.2 0.079
H 2.3765 1.4960 -1.5772 0.2 -0.2 -0.2 0.074
H 1.4231 1.8060 -0.1499 0.4 -0.4 0.3 0.090
H 2.7061 0.5874 1.3594 -0.3 -0.2 0.0 -0.011
H 1.9172 0.3611 2.6414 -1.2 -1.1 0.6 -0.032
O 2.5752 0.9219 2.2989 1.5 1.1 -0.6 -0.122
```
Forces are in eV/Å.

## Properties
HOMO level   -3.37 eV
Charge   -1
Relative energy (zero: lowest compared OMol25 entry of this formula, charge and spin)   8.32 kcal/mol
E_LUMO   3.816 eV